This record from OMol25 describes a single C15H16Cl2N4O molecule at a distorted geometry. The level of theory is ωB97M-V/def2-TZVPD.

Last column: Löwdin charge in e.
Geometry (Å):
O 2.1337 1.9123 -1.0471  0.052
C 2.4271 0.7462 -0.8885  -0.478
N 1.5750 -0.2737 -1.1551  0.079
C 0.1842 -0.0127 -1.4493  -0.093
C -0.6737 -0.5656 -0.3634  -0.279
N -0.4116 -1.6777 0.2659  0.056
N -1.3770 -1.8820 1.1769  0.067
C -2.2186 -0.8924 1.0999  -0.318
N -1.8195 -0.0103 0.1317  0.037
C -2.5030 1.1957 -0.2472  -0.118
C -3.9004 0.9056 -0.8002  -0.170
C -4.9347 0.6032 0.2843  -0.210
C -4.7115 -0.7137 1.0280  -0.191
C -3.4521 -0.7258 1.9025  -0.115
C 3.7862 0.2892 -0.4537  -0.157
C 4.4558 -0.6977 -1.1707  -0.022
C 5.7332 -1.0933 -0.8236  -0.096
C 6.3520 -0.4973 0.2661  -0.670
Cl 7.9440 -0.9792 0.7131  0.692
C 5.7077 0.4818 1.0038  -0.121
C 4.4294 0.8748 0.6358  -0.591
Cl 3.6323 2.0742 1.5720  0.753
H 1.7778 -1.2062 -0.8267  0.134
H 0.0763 1.0723 -1.5371  0.112
H -0.0816 -0.4777 -2.4081  0.133
H -1.9008 1.7056 -1.0019  0.121
H -2.5793 1.8492 0.6294  0.136
H -4.2302 1.7837 -1.3587  0.112
H -3.8410 0.0679 -1.4991  0.122
H -5.9195 0.5671 -0.1871  0.109
H -4.9476 1.4255 1.0045  0.113
H -5.5754 -0.8902 1.6718  0.109
H -4.6587 -1.5379 0.3134  0.120
H -3.4919 -1.5619 2.6006  0.119
H -3.3961 0.2023 2.4792  0.121
H 3.9724 -1.1459 -2.0255  0.120
H 6.2473 -1.8535 -1.3894  0.106
H 6.1895 0.9380 1.8533  0.106

Molar mass, g mol⁻¹: 339.2
Frontier orbital gap, eV: 9.940
Structure (SMILES): O=C(NCc1nnc2n1CCCCC2)c1ccc(Cl)cc1Cl

=====

This record from OMol25 describes a single C5H10S2 molecule at a distorted geometry. The level of theory is ωB97M-V/def2-TZVPD.

Last column: Löwdin charge in e.
Geometry (Å):
C -0.3872 0.1195 -1.4627  -0.096
C 0.6927 0.0258 -0.4790  -0.554
C 0.4018 1.1204 0.5309  -0.092
C 0.8743 -1.2289 0.2268  -0.784
S 2.2170 -1.7692 0.8024  0.782
C -0.6386 -2.1990 0.5757  -0.484
S -0.9695 -2.2772 2.4099  0.640
H -1.2768 0.5323 -1.0376  0.084
H 0.0527 0.7333 -2.2201  0.085
H -0.5478 -0.7951 -1.9542  0.070
H 1.7428 0.3271 -0.9840  0.174
H 0.0822 2.0179 0.0793  0.052
H 1.3849 1.4761 1.0398  0.118
H -0.4856 0.8795 1.2214  0.105
H -1.6472 -1.8586 0.1852  0.052
H -0.5569 -3.2345 0.2271  0.039
H -1.2424 -0.9988 2.5711  -0.191

Molar mass, g mol⁻¹: 134.3
Frontier orbital gap, eV: 8.586
Structure (SMILES): CC(C)C(=S)CS

=====

This record from OMol25 describes a molecular structure, C30H37BBrF6IN7OPV at a distorted geometry. The level of theory is ωB97M-V/def2-TZVPD.

Last column: Löwdin charge in e.
Geometry (Å):
V -0.3323 0.5143 -0.0879  0.512
C -4.9020 1.0465 2.0138  -0.063
C -3.4625 1.2712 1.5410  -0.224
N -3.0547 0.5402 0.3400  -0.191
C -3.8757 0.8440 -0.8272  -0.253
C -3.9075 2.3260 -1.1868  -0.071
C -3.0088 -0.9034 0.5434  -0.200
C -1.9797 -1.2972 1.6126  -0.193
N -0.8644 -0.3854 1.5290  -0.128
C -0.4048 0.1143 2.6804  -0.214
C 0.0328 1.4585 2.7082  -0.162
F -0.1718 2.1566 1.5394  0.018
C 0.5142 2.0912 3.8316  -0.286
F 0.8692 3.3862 3.7694  0.085
C 0.6186 1.4071 5.0336  0.012
C 0.1903 0.0874 5.0536  -0.227
F 0.2851 -0.6075 6.2008  0.091
C -0.3317 -0.5388 3.9382  -0.129
F -0.7274 -1.8316 4.0436  0.080
H -5.0478 1.5645 2.9580  0.079
H -5.6228 1.4297 1.2956  0.065
H -5.1033 -0.0088 2.1753  0.068
H -3.3081 2.3361 1.3499  0.114
H -2.7828 0.9941 2.3476  0.105
H -4.9100 0.4774 -0.7011  0.121
H -3.4349 0.2968 -1.6694  0.099
H -2.8959 2.7313 -1.2129  0.062
H -4.3527 2.4448 -2.1749  0.076
H -4.5020 2.8973 -0.4766  0.070
H -3.9951 -1.3251 0.8003  0.123
H -2.6995 -1.3438 -0.4043  0.053
H -2.4611 -1.2328 2.5959  0.117
H -1.6809 -2.3429 1.4588  0.109
H 1.0384 1.8720 5.9086  0.132
Br 4.8101 1.0005 6.3509  0.702
C 5.9781 0.4058 4.9827  -0.738
C 7.3083 0.1746 5.2918  -0.137
C 8.1752 -0.2725 4.3114  -0.086
C 7.7145 -0.4982 3.0253  -0.086
C 6.3889 -0.2615 2.7150  -0.151
C 5.5161 0.1986 3.6890  -0.714
I 3.5204 0.5896 3.1619  1.142
H 7.6546 0.3492 6.2990  0.098
H 9.2127 -0.4451 4.5515  0.104
H 8.3888 -0.8551 2.2619  0.104
H 6.0201 -0.4287 1.7150  0.097
F 2.3382 -0.8205 0.1996  0.071
B 1.6419 0.3181 0.0163  -0.853
F 2.4984 1.3231 -0.2234  0.102
N -2.2929 1.5863 -5.0926  0.178
C -1.4694 2.6610 -4.9319  -0.503
O -1.2162 3.4087 -5.8505  0.081
C -0.8923 2.8245 -3.5669  -0.103
C -0.4330 4.0946 -3.1908  0.046
C 0.1663 4.2087 -1.9430  -0.006
C 0.3009 3.0947 -1.1444  -0.073
N -0.1697 1.8682 -1.4693  -0.057
C -0.7445 1.7715 -2.6803  -0.077
H -2.7588 1.5128 -5.9841  0.118
H -2.7164 1.1318 -4.3035  0.083
H -0.5413 4.9347 -3.8557  0.128
H 0.5386 5.1579 -1.5930  0.117
H 0.8324 3.1790 -0.2106  0.118
H -1.0797 0.7728 -2.9472  0.082
C -0.0919 -3.0148 -4.2907  -0.193
N 1.1318 -2.6221 -3.6161  -0.155
C 1.5563 -3.6957 -2.7313  -0.182
N 0.5316 -4.0772 -1.7750  -0.154
C -0.6719 -4.4464 -2.4925  -0.192
N -1.1553 -3.3898 -3.3717  -0.163
C -1.6403 -2.2567 -2.6213  -0.314
P -0.3132 -1.4148 -1.5457  0.992
C 0.9891 -1.3709 -2.9027  -0.288
C 0.2894 -3.0360 -0.7997  -0.274
H 0.1223 -3.8799 -4.9253  0.127
H -0.4389 -2.1915 -4.9230  0.126
H 2.4500 -3.3758 -2.1916  0.134
H 1.7978 -4.5724 -3.3415  0.129
H -1.4574 -4.7029 -1.7745  0.129
H -0.4552 -5.3258 -3.1075  0.128
H -2.4477 -2.6138 -1.9721  0.079
H -2.0582 -1.5293 -3.3297  0.076
H 1.9481 -1.1222 -2.4356  0.093
H 0.7449 -0.5832 -3.6262  0.088
H -0.4620 -3.3960 -0.0882  0.085
H 1.2153 -2.8420 -0.2517  0.092

2S+1: 2
Molar mass, g mol⁻¹: 925.2
Frontier orbital gap (spin up / spin down), eV: 5.731 / 5.115
Expectation value of S²: 0.766

=====

This record from OMol25 describes 17 unconnected molecules or ions with the total composition C27H85BrF3NO18P at a distorted geometry. The level of theory is ωB97M-V/def2-TZVPD.

Last column: Löwdin charge in e.
Geometry (Å):
C 3.8290 -6.3887 0.5125  -0.120
C 4.5178 -5.0558 0.8997  -0.257
C 5.2571 -4.5003 -0.3402  -0.214
C 5.6600 -3.0008 -0.1640  -0.216
C 7.0320 -2.9334 0.5003  -0.201
C 7.6137 -1.4998 0.6560  -0.199
C 7.0921 -0.4642 -0.3695  -0.214
C 7.9566 0.8193 -0.2503  -0.198
C 7.1986 2.1324 -0.5526  -0.196
C 6.2341 2.0695 -1.7720  -0.192
C 4.7739 2.2900 -1.3313  -0.207
C 3.7624 1.8257 -2.4087  -0.200
C 2.4720 1.2919 -1.7802  -0.181
C 1.8514 2.2744 -0.7435  -0.167
C 0.3274 2.4682 -0.8880  -0.126
C -0.5004 1.1728 -0.9307  -0.202
N -1.5634 1.3751 -1.9676  0.098
C -2.7996 0.5771 -1.7463  -0.073
C -3.4969 0.9238 -0.4029  -0.286
C -4.1858 -0.3807 0.0674  -0.188
C -5.6891 -0.2004 0.4456  -0.165
C -6.5640 -0.9006 -0.6164  -0.411
C -6.4256 -2.4258 -0.5327  -0.079
C -8.0626 -0.4713 -0.5086  -0.058
C -2.4696 1.5211 0.6193  -0.381
P -3.2969 1.3903 2.3008  0.642
O -2.6946 0.0191 3.0307  -0.339
Br -2.5724 3.1190 3.5682  0.341
C -1.1205 0.7486 0.4335  -0.222
C -0.1135 0.8526 1.5604  -0.141
O 0.0541 2.1953 2.0372  -0.015
C 0.9729 2.3112 2.9999  -0.799
F 0.6320 1.6916 4.1135  0.185
F 1.0821 3.5958 3.2788  0.188
F 2.1742 1.8834 2.6345  0.183
H 2.9088 -6.1508 -0.0098  0.022
H 3.5678 -6.9718 1.3982  0.072
H 4.4761 -6.9665 -0.1510  0.078
H 3.7180 -4.3957 1.2335  0.082
H 5.2246 -5.3048 1.6943  0.102
H 6.1643 -5.0895 -0.4877  0.107
H 4.5848 -4.5714 -1.1961  0.098
H 5.6502 -2.5716 -1.1643  0.100
H 4.8914 -2.5532 0.4721  0.106
H 6.9434 -3.3255 1.5191  0.105
H 7.7386 -3.5924 -0.0077  0.109
H 8.6977 -1.5315 0.5210  0.110
H 7.4454 -1.1240 1.6689  0.097
H 6.0272 -0.2612 -0.2313  0.102
H 7.2164 -0.8872 -1.3706  0.110
H 8.8497 0.7683 -0.8764  0.115
H 8.3044 0.8596 0.7858  0.081
H 7.9599 2.8827 -0.7775  0.100
H 6.6408 2.4377 0.3360  0.103
H 6.4936 2.9144 -2.4138  0.110
H 6.3725 1.1533 -2.3461  0.102
H 4.5667 1.8285 -0.3596  0.105
H 4.6376 3.3650 -1.1837  0.098
H 4.2261 0.9986 -2.9462  0.105
H 3.5566 2.6595 -3.0753  0.097
H 2.6606 0.3487 -1.2585  0.116
H 1.6956 1.1009 -2.5364  0.096
H 2.2932 3.2578 -0.9005  0.083
H 2.0644 1.9629 0.2771  0.087
H 0.1817 3.0149 -1.8295  0.128
H -0.0284 3.1438 -0.1119  0.112
H 0.0906 0.3169 -1.2646  0.157
H -1.8403 2.3672 -1.9684  0.157
H -1.1919 1.2076 -2.9052  0.193
H -2.4998 -0.4701 -1.7833  0.140
H -3.4947 0.7376 -2.5698  0.146
H -4.2442 1.6811 -0.6479  0.138
H -3.6329 -0.9121 0.8445  0.090
H -4.1982 -1.0653 -0.7830  0.094
H -5.8550 -0.7242 1.3898  0.125
H -5.9646 0.8485 0.5201  0.082
H -6.1403 -0.6243 -1.5937  0.123
H -5.3756 -2.7369 -0.4831  0.039
H -6.9612 -2.8616 0.3124  0.088
H -6.8049 -2.8348 -1.4725  0.088
H -8.6425 -1.3837 -0.6310  0.078
H -8.2409 0.2233 -1.3420  0.050
H -8.2218 0.0109 0.4625  0.041
H -2.2511 2.5728 0.3825  0.079
H -2.2631 -0.5527 2.3785  0.021
H -1.3796 -0.3117 0.3351  0.120
H 0.8528 0.5328 1.1516  0.133
H -0.3040 0.2021 2.4149  0.118
O 2.9064 5.2987 -1.6324  -0.061
H 2.8531 5.4401 -0.6804  0.044
H 2.9755 6.1927 -1.9924  0.014
O -3.7810 -4.1003 0.2157  -0.075
H -4.3634 -4.8425 0.4483  0.008
H -3.6749 -3.6187 1.0426  0.026
O -2.3300 4.4676 -0.7999  -0.045
H -3.1291 4.8225 -1.2088  0.062
H -2.2746 4.9304 0.0463  0.065
O 4.0365 8.0899 -1.6013  -0.048
H 3.7027 8.7897 -2.1747  0.049
H 4.5747 8.5549 -0.9510  0.050
O 2.0276 -3.8573 -0.7179  -0.056
H 1.4721 -4.6236 -0.5280  0.034
H 2.0912 -3.3971 0.1262  0.007
O 0.2555 -2.3666 1.2573  -0.019
H -0.5589 -2.0430 0.8598  0.020
H 0.3136 -1.9216 2.1113  0.046
O 3.7965 1.9175 -5.5900  -0.054
H 3.0818 1.3473 -5.2875  0.028
H 3.4652 2.8108 -5.4455  0.034
O -9.2099 0.6574 2.2668  -0.074
H -9.5830 1.3428 1.7051  -0.010
H -8.6761 1.1477 2.9006  0.048
O -9.9014 1.3858 -2.3314  -0.051
H -10.6958 0.8519 -2.4591  0.056
H -9.6868 1.6972 -3.2186  0.062
O -12.2597 1.8414 -0.4416  -0.042
H -12.4247 0.9268 -0.1814  0.062
H -11.3670 1.8349 -0.8073  0.004
O -11.4797 2.6689 2.3276  -0.061
H -11.6495 2.6663 1.3754  -0.003
H -12.3618 2.6619 2.7140  0.043
O 9.9251 0.3441 2.9215  -0.061
H 9.8596 0.4587 3.8783  0.031
H 9.9560 1.2457 2.5822  0.035
O 8.5331 -1.4602 5.1881  -0.055
H 8.4123 -1.4368 4.2304  0.016
H 7.6367 -1.4836 5.5405  0.037
O 1.0702 -7.5259 -0.7131  -0.059
H 1.7299 -8.2285 -0.6966  0.041
H 0.2287 -7.9857 -0.6175  0.039
O -8.1002 2.6540 0.6319  -0.042
H -8.5519 2.2503 -0.1210  0.021
H -7.1710 2.6361 0.3806  0.028
O -5.7658 -5.5693 1.5434  -0.047
H -6.3303 -6.3232 1.7497  0.062
H -5.6821 -5.0994 2.3813  0.057

Molar mass, g mol⁻¹: 879.8
Frontier orbital gap, eV: 8.471
Charge: +1